No. 1
54
Properties=species:S:1:pos:R:3 method="wB97M-V/def2-TZVPD" e_lumo_ev=-3.9 homo_energy_ev=-11.23 smiles="C=C[C@]1(c2ccccc2)O[C@@](S)(CC)[C@@H](C[C@H]2CO2)[N@@+]1(F)[C@H](C)CC" charge=+1 gap_ev=7.29
C -1.9869 -1.8830 2.6760
C -2.0317 -1.1485 1.4777
C -0.9213 -0.1605 0.9421
C -1.2109 1.1545 1.7205
C -1.5936 2.4289 1.0841
C -1.8959 3.6251 1.8886
C -1.8227 3.6230 3.3499
C -1.4187 2.3656 3.9967
C -1.1506 1.1864 3.1993
O -1.4244 0.1616 -0.3813
C -0.9217 -0.7522 -1.4027
S -2.2960 -1.9149 -1.9050
C -0.5552 0.0485 -2.7109
C -1.6805 1.0862 -3.1200
C 0.2791 -1.3990 -0.5898
C 1.5237 -1.9870 -1.3375
C 1.0515 -3.4585 -1.9564
C 1.7669 -3.8496 -3.3464
O 2.0861 -4.4898 -1.9875
N 0.4765 -0.6581 0.7291
F 0.8327 -1.7348 1.5421
C 1.6602 0.2410 0.8814
C 1.9879 0.6689 2.3724
C 1.5935 1.5504 -0.0388
C 2.7748 1.4936 -1.1166
H -1.3921 -2.8179 2.8291
H -2.6508 -1.5387 3.5199
H -2.9498 -1.2877 0.8418
H -1.6976 2.5018 -0.0224
H -2.2188 4.5780 1.3963
H -2.0512 4.4922 4.0010
H -1.3014 2.2541 5.1052
H -0.8576 0.2386 3.7114
H -2.0795 -2.0378 -3.2615
H -0.4097 -0.6981 -3.5387
H 0.3967 0.6205 -2.5637
H -2.4524 0.5852 -3.7595
H -2.1218 1.6381 -2.2548
H -1.1718 1.8547 -3.7689
H -0.2160 -2.3402 -0.2011
H 1.7779 -1.3758 -2.2380
H 2.4013 -2.2085 -0.6769
H -0.0519 -3.7639 -1.8209
H 1.0346 -4.4209 -3.9557
H 2.5929 -3.2165 -3.7338
H 2.5876 -0.2929 0.5287
H 1.4821 1.6657 2.5310
H 3.0792 0.8626 2.5435
H 1.5733 -0.0110 3.1545
H 0.6489 1.6184 -0.6326
H 1.7312 2.4921 0.5436
H 3.0489 2.5098 -1.5010
H 2.4466 0.9028 -2.0217
H 3.6985 0.9975 -0.7217



No. 2
55
Properties=species:S:1:pos:R:3 method="wB97M-V/def2-TZVPD" e_lumo_ev=0.5 homo_energy_ev=-7.36 relative_energy_ev=0.100 smiles="CCCO[P@@](=O)(c1ccc(N(C)C)cc1)[C@H](O)c1ccc(N(C)C)cc1" gap_ev=7.91
C 1.3750 3.8697 4.5539
C 0.7692 2.5775 5.0856
C -0.5851 2.2644 4.4602
H -0.9911 1.3534 4.9139
H -1.2862 3.0911 4.6103
O -0.5064 2.0846 3.0554
P 0.0505 0.6689 2.4941
O 0.0024 -0.4187 3.4788
C -0.9291 0.4282 0.9946
C -1.1918 -0.8776 0.6039
C -1.7715 -1.1496 -0.6140
C -2.0988 -0.1153 -1.5051
C -1.8656 1.2020 -1.0791
C -1.2833 1.4644 0.1423
H -1.1234 2.4885 0.4491
H -2.1371 2.0359 -1.7053
N -2.5953 -0.3891 -2.7573
C -3.1037 -1.7101 -3.0471
H -3.5239 -1.7231 -4.0500
H -3.8855 -2.0130 -2.3416
H -2.2984 -2.4474 -3.0119
C -3.0291 0.6908 -3.6107
H -2.2116 1.3965 -3.7670
H -3.3109 0.2896 -4.5820
H -3.8886 1.2326 -3.1974
H -1.9563 -2.1779 -0.8767
H -0.9315 -1.6788 1.2787
H 0.6336 2.6407 6.1675
H 1.4366 1.7395 4.8716
H 2.3223 4.0730 5.0474
H 1.5568 3.7871 3.4856
H 0.7038 4.7074 4.7335
C 1.7758 1.0488 1.8304
C 1.9110 0.1137 0.6623
C 1.7614 0.5459 -0.6476
C 1.6798 -0.3532 -1.6900
C 1.7338 -1.7332 -1.4616
C 1.9413 -2.1587 -0.1430
C 2.0236 -1.2515 0.8923
H 2.1510 -1.6067 1.9043
H 2.0119 -3.2081 0.0908
N 1.6100 -2.6211 -2.5079
C 0.9707 -2.1802 -3.7261
H 0.0989 -1.5536 -3.5133
H 0.6412 -3.0446 -4.2990
H 1.6659 -1.6075 -4.3482
C 1.6726 -4.0400 -2.2649
H 1.7227 -4.5635 -3.2182
H 2.5770 -4.2820 -1.7059
H 0.8041 -4.4132 -1.7056
H 1.5693 0.0300 -2.6911
H 1.7106 1.6028 -0.8686
O 1.9306 2.4073 1.5354
H 1.1883 2.6746 0.9804
H 2.5028 0.8089 2.6138



No. 3
53
Properties=species:S:1:pos:R:3 method="wB97M-V/def2-TZVPD" e_lumo_ev=0.6 homo_energy_ev=-8.25 relative_energy_ev=1.434 smiles="CC(C)C[C@@H](CC#N)N1CCN(CCc2ccccc2)CCC1=O" gap_ev=8.87
C -4.5078 -2.7467 -0.0686
H -3.7925 -3.0011 0.7099
H -5.4865 -3.1061 0.2412
H -4.2257 -3.2750 -0.9774
C -4.5524 -1.2406 -0.3255
C -5.5523 -0.9413 -1.4414
H -5.6428 0.1312 -1.5956
H -6.5343 -1.3336 -1.1875
H -5.2309 -1.4012 -2.3738
C -3.1602 -0.6870 -0.6876
H -3.2548 0.0014 -1.5297
H -2.5180 -1.5103 -1.0081
C -2.4971 0.0986 0.4503
N -1.3624 0.8774 -0.0228
C -1.4311 2.2307 0.0985
O -2.4275 2.7864 0.5196
C -0.2046 3.0162 -0.3132
H -0.4650 4.0694 -0.2005
H 0.0283 2.8321 -1.3647
C 1.0241 2.6970 0.5645
N 1.7831 1.5368 0.1674
C 1.0581 0.2979 0.2905
H 0.7802 0.1798 1.3419
C -0.2127 0.1936 -0.5797
H -0.0009 0.5865 -1.5811
H -0.4724 -0.8589 -0.6944
H 1.7368 -0.5158 0.0249
C 2.5854 1.6848 -1.0322
H 2.4217 2.6688 -1.4817
C 4.0839 1.5484 -0.6922
C 4.3921 0.1628 -0.2096
C 4.7036 -0.8471 -1.1118
C 4.9375 -2.1386 -0.6735
C 4.8589 -2.4377 0.6760
C 4.5474 -1.4384 1.5827
C 4.3164 -0.1474 1.1426
H 4.0644 0.6290 1.8489
H 4.4848 -1.6663 2.6368
H 5.0423 -3.4455 1.0191
H 5.1827 -2.9130 -1.3862
H 4.7671 -0.6186 -2.1670
H 4.3271 2.2760 0.0821
H 4.6669 1.7753 -1.5869
H 2.3271 0.9274 -1.7814
H 0.6938 2.5467 1.5967
H 1.7013 3.5545 0.5515
H -3.2091 0.8496 0.8152
C -2.0945 -0.8069 1.6303
C -1.4510 -0.0415 2.6669
N -0.9246 0.5669 3.4788
H -2.9882 -1.2721 2.0517
H -1.4084 -1.5943 1.3037
H -4.9072 -0.7403 0.5821



No. 4
55
Properties=species:S:1:pos:R:3 method="wB97M-V/def2-TZVPD" e_lumo_ev=0.5 homo_energy_ev=-8.79 relative_energy_ev=2.713 smiles="CC[C@H](C)[C@H](NC(C)=O)C(=O)NC.Cc1noc(C)c1-c1ccccc1" gap_ev=9.30
O -2.3769 -2.8389 -3.2534
O -3.4773 -1.7799 1.0169
N -0.4752 4.0621 1.0023
O 0.0251 4.2078 -0.3260
C -1.6503 -3.5914 -2.6215
C -3.1119 -2.0366 -0.1267
C 0.4203 3.3913 1.6779
C 1.5487 3.0593 0.8322
C 1.2422 3.5909 -0.3897
C 5.0170 0.8251 1.9745
C 4.3149 0.4839 0.8145
C 4.5871 1.9005 2.7574
C 3.1845 1.2188 0.4399
C 3.4563 2.6330 2.3789
C 2.7447 2.3005 1.2172
N -3.9879 -2.1036 -1.1335
N -1.2882 -3.4213 -1.3466
C -1.1061 -4.8286 -3.2933
C 0.2216 3.0162 3.1161
C 2.0779 3.5940 -1.6367
C -5.4222 -1.8582 -1.0042
C 0.0751 -0.7958 1.8337
C -1.2107 -0.2108 -1.7798
C -0.6618 -0.1670 0.6439
C -0.7437 -1.0819 -0.6006
C -1.6179 -2.3477 -0.3765
H 5.8952 0.2565 2.2669
H 4.6455 -0.3523 0.2055
H 5.1300 2.1683 3.6594
H 2.6378 0.9369 -0.4545
H 3.1347 3.4707 2.9897
H -3.6145 -2.2992 -2.0564
H -0.6905 -4.1460 -0.9846
H -1.5167 -4.8933 -4.3003
H -0.0215 -4.7618 -3.3467
H -1.3995 -5.7090 -2.7249
H -0.8228 2.7401 3.2882
H 0.8566 2.1707 3.3914
H 0.4671 3.8670 3.7572
H 1.6226 2.9461 -2.3906
H 3.0925 3.2428 -1.4333
H 2.1398 4.6105 -2.0348
H -5.5951 -0.7995 -0.8048
H -5.8216 -2.4390 -0.1708
H -5.9371 -2.1429 -1.9226
H 0.1890 -0.0501 2.6195
H 1.0641 -1.1348 1.5243
H -0.4915 -1.6339 2.2375
H -1.1468 -0.7649 -2.7131
H -2.2367 0.1243 -1.6259
H -0.5721 0.6673 -1.8759
H -0.1165 0.7373 0.3750
H -1.6603 0.1368 0.9580
H 0.2728 -1.4095 -0.8250
H -1.2899 -2.7614 0.5745